(1)
Molecular formula: C10H10N
Method: DFT, ωB97M-V/def2-TZVPD

Computed properties:
- energy relative to the best compared isomer or geometry (same formula, charge and spin) (kJ/mol) = 540.3
- HOMO level (eV) = -13.3

```
! RIJCOSX wB97M-V def2-TZVPD def2/J DEFGRID3
* xyz 1 1
C 3.63 -0.39 0.22
C 2.83 -1.40 -0.27
C 3.10 0.85 0.53
C 1.52 -1.12 -0.58
C 1.80 1.13 0.30
C 1.05 0.17 -0.36
C -1.53 0.81 -0.54
C -0.32 0.39 -0.43
C -3.71 -0.28 -0.36
C -2.73 0.51 0.39
N -3.07 -0.78 0.78
H 4.61 -0.64 0.44
H 3.35 -2.50 -0.39
H 3.73 1.57 1.05
H 0.68 -1.80 -0.99
H 1.37 2.03 0.61
H -1.69 1.55 -1.35
H -4.78 -0.03 -0.36
H -3.25 -0.82 -1.24
H -2.99 1.42 0.85
H -3.60 -0.66 1.72
*
```

=====

(2)
Molecular formula: C10H10N2
Method: DFT, ωB97M-V/def2-TZVPD

Computed properties:
- energy relative to the best compared isomer or geometry (same formula, charge and spin) (kJ/mol) = 411.3
- SMILES string = c1ccncc1.c1ccncc1
- HOMO level (eV) = -9.1

```
! RIJCOSX wB97M-V def2-TZVPD def2/J DEFGRID3
* xyz 0 1
C -2.30 2.25 -0.28
C -1.08 2.59 -0.88
C 0.13 2.53 -0.33
N 0.30 2.14 0.90
C -0.83 1.86 1.57
C -2.17 2.04 1.08
H -3.31 2.21 -0.81
H -1.48 3.01 -1.84
H 0.89 3.05 -0.79
H -0.71 1.62 2.55
H -3.16 2.03 1.84
C 0.47 -1.44 -0.48
C 1.60 -1.05 0.25
C 2.59 -2.15 0.24
N 2.41 -3.30 -0.21
C 1.26 -3.66 -0.72
C 0.26 -2.86 -0.79
H -0.47 -0.80 -0.59
H 1.81 -0.07 0.50
H 3.31 -1.92 1.04
H 1.14 -4.73 -1.08
H -0.67 -3.35 -1.18
*
```

=====

(3)
Molecular formula: C10H10N2
Method: DFT, ωB97M-V/def2-TZVPD

Computed properties:
- energy relative to the best compared isomer or geometry (same formula, charge and spin) (kJ/mol) = 327.6
- SMILES string = c1ccncc1.c1ccncc1
- HOMO level (eV) = -9.4

```
! RIJCOSX wB97M-V def2-TZVPD def2/J DEFGRID3
* xyz 0 1
C -4.07 -0.72 -0.01
C -2.85 -1.43 0.11
C -1.73 -0.60 0.07
N -1.77 0.76 0.04
C -2.97 1.30 -0.03
C -4.18 0.64 -0.10
H -5.11 -1.12 0.21
H -2.73 -2.47 0.04
H -0.68 -0.91 -0.11
H -3.06 2.46 -0.04
H -5.15 1.16 0.11
C 3.94 0.95 -0.07
C 4.37 -0.43 0.12
C 3.21 -1.27 -0.06
N 1.91 -0.98 -0.18
C 1.61 0.34 -0.05
C 2.56 1.36 0.03
H 4.73 1.81 0.18
H 5.37 -0.67 0.32
H 3.39 -2.39 0.04
H 0.45 0.38 -0.14
H 2.45 2.40 0.30
*
```

=====

(4)
Molecular formula: C10H10N2
Method: DFT, ωB97M-V/def2-TZVPD

Computed properties:
- energy relative to the best compared isomer or geometry (same formula, charge and spin) (kJ/mol) = 304.2
- SMILES string = c1ccncc1.c1ccncc1
- HOMO level (eV) = -9.3

```
! RIJCOSX wB97M-V def2-TZVPD def2/J DEFGRID3
* xyz 0 1
C 2.64 -1.91 0.17
C 2.93 -2.75 1.19
C 2.12 -2.91 2.31
N 1.10 -2.16 2.52
C 0.95 -1.17 1.62
C 1.58 -1.07 0.38
H 3.14 -1.80 -0.73
H 3.73 -3.39 1.03
H 2.26 -3.86 2.91
H 0.45 0.00 1.85
H 1.28 -0.37 -0.41
C -2.34 0.96 -0.59
C -3.19 1.59 -1.51
C -2.79 2.75 -2.15
N -1.52 3.23 -2.00
C -0.73 2.59 -1.12
C -1.05 1.46 -0.37
H -2.85 0.03 -0.10
H -4.21 1.29 -1.68
H -3.45 3.35 -2.81
H 0.24 3.09 -0.93
H -0.29 1.07 0.40
*
```

=====

(5)
Molecular formula: C10H10N2
Method: DFT, ωB97M-V/def2-TZVPD

Computed properties:
- energy relative to the best compared isomer or geometry (same formula, charge and spin) (kJ/mol) = 394.1
- expectation value of S² = 2.025
- HOMO level (spin up / spin down) (eV) = -4.2 / -7.7

```
! RIJCOSX wB97M-V def2-TZVPD def2/J DEFGRID3
* xyz 0 3
C 2.57 -1.42 -2.10
C 2.33 -0.07 -1.94
C 1.73 -2.34 -1.49
C 1.25 0.37 -1.20
C 0.65 -1.90 -0.74
C 0.38 -0.54 -0.60
C -2.58 1.46 0.88
C -0.80 -0.12 0.14
C -1.39 1.07 0.05
C -1.11 1.01 3.92
N -2.15 2.12 2.10
N -1.48 1.51 2.91
H 3.40 -1.76 -2.69
H 2.99 0.65 -2.40
H 1.92 -3.40 -1.59
H 1.09 1.43 -1.07
H 0.00 -2.62 -0.26
H -3.20 2.19 0.36
H -3.18 0.57 1.12
H -1.24 -0.88 0.77
H -0.98 1.85 -0.58
H -0.20 0.80 4.42
*
```

=====

(6)
Molecular formula: C10H10N2O
Method: DFT, ωB97M-V/def2-TZVPD

Computed properties:
- energy relative to the best compared isomer or geometry (same formula, charge and spin) (kJ/mol) = 756.6
- HOMO level (eV) = -9.0

```
! RIJCOSX wB97M-V def2-TZVPD def2/J DEFGRID3
* xyz 0 1
C -3.15 -0.11 -0.15
C -2.36 1.28 -0.12
C -1.02 1.12 0.69
C -0.28 -0.07 0.15
C 1.17 -0.05 0.14
C 1.87 -1.19 0.24
C 3.27 -1.18 0.08
C 3.85 -0.02 -0.17
C 3.34 1.10 -0.31
C 1.86 1.24 -0.18
H -2.55 1.31 -1.19
H -2.95 1.92 0.26
H -1.48 0.82 2.12
H -0.48 1.90 0.72
H -2.38 -1.92 -0.41
H 1.29 -2.04 0.15
H 3.83 -2.04 -0.11
H 4.85 -0.17 -0.25
H 3.87 2.28 -0.45
H 1.43 2.18 -0.31
N -0.91 -1.17 -0.04
N -2.35 -1.07 -0.01
O -4.23 -0.15 -0.30
*
```